No. 1
This record from the Open Molecules 2025 dataset describes a 2-piece molecular cluster, C30H39N4 overall in a non-equilibrium geometry. The level of theory is the ωB97M-V functional and the def2-TZVPD basis.

Properties
**Maximum force**: 1.5 eV Å⁻¹
**HOMO energy**: -9.66 eV
**HOMO-LUMO gap**: 5.7 eV
**Electronic energy**: -37698.3437 eV
**Energy relative to the best compared isomer or geometry (same formula, charge and spin)**: 0.0 kcal per mole

```
! RIJCOSX wB97M-V def2-TZVPD def2/J DEFGRID3
* xyz 1 1
C -5.978 2.138 0.400
C -6.081 0.861 1.215
N -4.945 -0.017 1.022
C -5.181 -1.374 1.469
C -4.094 -2.307 0.975
C -2.725 -1.804 1.425
C -2.538 -0.358 1.098
C -3.678 0.480 0.906
C -3.477 1.853 0.553
C -2.215 2.255 0.158
C -1.054 1.408 0.285
C 0.189 1.784 -0.277
C 1.479 1.385 0.196
C 2.558 2.311 0.381
C 3.820 1.924 0.807
C 4.104 0.537 0.980
N 5.385 0.098 1.166
C 6.505 1.003 0.999
C 6.193 2.343 1.633
C 4.907 2.932 1.038
C 5.711 -1.298 0.955
C 4.637 -2.200 1.532
C 3.276 -1.867 0.938
C 3.043 -0.400 0.830
C 1.776 0.031 0.482
C -1.273 0.185 0.979
C -4.627 2.815 0.600
H -6.125 1.916 -0.661
H -6.776 2.817 0.703
H -6.176 1.114 2.290
H -6.978 0.294 0.939
H -5.223 -1.394 2.576
H -6.173 -1.678 1.110
H -4.291 -3.310 1.357
H -4.107 -2.364 -0.119
H -2.605 -1.976 2.505
H -1.937 -2.389 0.931
H -2.088 3.277 -0.218
H 0.168 2.580 -1.039
H 2.355 3.369 0.200
H 7.383 0.537 1.460
H 6.735 1.138 -0.075
H 6.075 2.223 2.716
H 7.032 3.023 1.467
H 5.155 3.422 0.083
H 4.539 3.730 1.700
H 5.823 -1.492 -0.130
H 6.683 -1.488 1.428
H 4.888 -3.242 1.330
H 4.590 -2.072 2.617
H 3.185 -2.304 -0.071
H 2.476 -2.326 1.538
H 1.006 -0.722 0.316
H -0.421 -0.323 1.427
H -4.473 3.592 -0.158
H -4.637 3.337 1.574
C -2.124 0.615 -2.662
C -1.188 -0.567 -2.674
N -0.138 -0.594 -1.917
C 0.728 -1.770 -2.085
C 0.591 -2.570 -3.370
C -0.856 -2.774 -3.765
N -1.576 -1.546 -3.530
H -2.573 0.760 -3.653
H -2.926 0.462 -1.928
H -1.572 1.511 -2.358
H 1.757 -1.398 -1.979
H 0.573 -2.482 -1.250
H 1.136 -2.049 -4.164
H 1.069 -3.540 -3.234
H -0.944 -3.042 -4.822
H -1.288 -3.585 -3.167
H -2.471 -1.436 -3.981
*
```


No. 2
This record from the Open Molecules 2025 dataset describes a 2-piece molecular cluster, C30H39N4 overall in a non-equilibrium geometry. The level of theory is the ωB97M-V functional and the def2-TZVPD basis.

Properties
**Maximum force**: 2.2 eV Å⁻¹
**HOMO energy**: -10.50 eV
**HOMO-LUMO gap**: 6.4 eV
**Electronic energy**: -37697.6606 eV
**Energy relative to the best compared isomer or geometry (same formula, charge and spin)**: 15.8 kcal per mole

```
! RIJCOSX wB97M-V def2-TZVPD def2/J DEFGRID3
* xyz 1 1
C -2.909 -1.263 -0.042
C -2.604 -0.116 0.840
N -3.596 0.583 1.457
C -5.008 0.241 1.407
C -3.057 1.571 2.286
C -1.648 1.443 2.242
C -0.902 2.159 3.169
C -1.544 3.069 4.021
C -2.937 3.242 3.980
C -3.726 2.461 3.122
C -1.345 0.413 1.238
C -0.087 -0.014 0.783
C 1.168 0.353 1.350
C 2.136 -0.526 1.901
C 2.044 -1.982 2.101
N 3.222 0.193 2.299
C 4.362 -0.357 3.015
C 3.039 1.547 2.010
C 1.752 1.685 1.424
C 1.297 2.953 1.064
C 2.133 4.054 1.306
C 3.403 3.895 1.887
C 3.880 2.626 2.252
H -1.980 -1.658 -0.467
H -3.399 -2.080 0.516
H -3.565 -0.970 -0.879
H -5.582 1.096 1.776
H -5.308 0.006 0.378
H -5.233 -0.630 2.044
H 0.170 2.004 3.220
H -0.943 3.646 4.725
H -3.401 3.979 4.637
H -4.815 2.520 3.111
H -0.067 -0.816 0.046
H 1.160 -2.336 1.560
H 2.933 -2.500 1.711
H 1.923 -2.256 3.162
H 5.181 0.364 2.966
H 4.125 -0.541 4.074
H 4.673 -1.303 2.555
H 0.310 3.067 0.606
H 1.779 5.052 1.038
H 4.022 4.778 2.061
H 4.857 2.469 2.711
C -1.723 -4.100 -3.317
C -0.601 -4.912 -2.635
C 0.632 -3.991 -2.623
N 0.115 -2.660 -2.849
C 1.097 -1.703 -3.244
C 0.512 -0.301 -3.266
C 1.546 0.749 -3.677
C 0.955 2.032 -3.085
C 0.230 1.553 -1.820
N 0.032 0.123 -1.960
C -1.113 -2.721 -3.631
H -2.070 -4.583 -4.235
H -2.576 -3.978 -2.642
H -0.878 -5.152 -1.605
H -0.393 -5.839 -3.174
H 1.184 -4.035 -1.673
H 1.346 -4.299 -3.416
H 1.946 -1.715 -2.536
H 1.513 -1.911 -4.259
H -0.321 -0.318 -4.000
H 2.511 0.509 -3.210
H 1.688 0.782 -4.761
H 1.700 2.801 -2.860
H 0.205 2.442 -3.775
H 0.894 1.672 -0.959
H -0.682 2.120 -1.571
H -0.930 -0.159 -1.790
H -0.927 -2.617 -4.721
H -1.809 -1.908 -3.368
*
```


No. 3
This record from the Open Molecules 2025 dataset describes C30H40BrIN4O6Ta as an isolated structure in a non-equilibrium geometry. The level of theory is the ωB97M-V functional and the def2-TZVPD basis.

Properties
**Maximum force**: 4.6 eV Å⁻¹
**HOMO energy**: -16.01 eV
**HOMO-LUMO gap**: 5.0 eV
**Electronic energy**: -129670.2794 eV
**Energy relative to the best compared isomer or geometry (same formula, charge and spin)**: 26.4 kcal per mole

```
! RIJCOSX wB97M-V def2-TZVPD def2/J DEFGRID3
* xyz 3 1
Ta 0.555 -0.024 -1.869
C 2.777 -3.808 -3.827
C 3.452 -2.972 -2.765
N 4.360 -3.521 -1.994
C 4.841 -2.988 -0.848
C 4.586 -1.707 -0.513
C 4.949 -0.964 0.814
O 5.623 0.221 0.565
C 3.646 -1.028 -1.372
C 3.400 0.391 -1.184
N 2.175 0.981 -1.267
C 2.053 1.991 -0.213
C 2.193 1.526 1.084
C 2.465 2.355 2.114
C 2.746 3.690 1.856
C 2.581 4.196 0.573
C 2.270 3.349 -0.517
I 2.539 4.464 -2.376
C 3.023 -1.658 -2.438
O 1.696 -1.358 -2.643
H 3.378 -4.661 -4.046
H 2.538 -3.235 -4.734
H 1.765 -4.208 -3.491
H 5.514 -3.689 -0.317
H 5.466 -1.621 1.537
H 3.975 -0.694 1.359
H 6.473 0.219 1.069
H 4.222 0.921 -0.736
H 2.218 0.452 1.231
H 2.411 2.036 3.150
H 3.109 4.310 2.700
H 2.558 5.305 0.368
C 1.750 1.079 -4.560
O 0.711 1.178 -3.524
C -0.361 2.123 -3.811
C -1.419 1.946 -2.759
O -0.805 1.750 -1.422
C -1.614 2.854 -0.344
C -0.981 3.008 0.968
O -1.565 2.033 1.903
C -1.121 2.207 3.242
H 1.619 0.090 -5.060
H 1.622 1.939 -5.250
H 2.728 1.138 -3.981
H 0.088 3.161 -3.834
H -0.825 1.945 -4.818
H -2.052 2.823 -2.658
H -2.041 1.050 -2.998
H -1.490 3.698 -0.990
H -2.642 2.470 -0.281
H 0.069 2.884 0.943
H -1.261 3.965 1.444
H -0.042 2.354 3.287
H -1.686 3.002 3.690
H -1.337 1.303 3.818
C -4.700 -3.530 3.289
C -4.717 -3.007 1.849
N -4.529 -1.562 1.792
C -5.757 -0.785 2.175
C -5.379 0.392 3.050
C -3.474 -0.853 1.185
O -3.580 0.319 0.720
C -2.134 -1.527 0.980
C -1.556 -2.693 1.492
C -0.253 -2.967 1.090
C 0.417 -2.147 0.259
N -0.117 -0.968 -0.180
C -1.367 -0.648 0.210
H -4.054 -4.418 3.403
H -5.723 -3.846 3.545
H -4.419 -2.761 3.991
H -5.704 -3.221 1.356
H -3.911 -3.553 1.346
H -6.377 -1.529 2.682
H -6.236 -0.389 1.268
H -4.684 0.126 3.867
H -6.315 0.811 3.468
H -4.930 1.223 2.492
H -2.144 -3.356 2.171
H 0.339 -3.802 1.471
H 1.438 -2.399 -0.020
H -1.801 0.336 -0.016
Br -1.231 -1.514 -3.212
*
```


No. 4
This record from the Open Molecules 2025 dataset describes C30H40BrIrN4O4S as an isolated structure. The level of theory is the ωB97M-V functional and the def2-TZVPD basis.

Properties
**Maximum force**: 0.2 eV Å⁻¹
**HOMO energy (spin up / spin down)**: -10.29 / -10.27 eV
**Expectation value of S²**: 0.778
**HOMO-LUMO gap (spin up / spin down)**: 8.1 / 4.9 eV
**Electronic energy**: -129620.7341 eV
**Energy relative to the best compared isomer or geometry (same formula, charge and spin)**: 0.0 kcal per mole

```
! RIJCOSX wB97M-V def2-TZVPD def2/J DEFGRID3
* xyz 1 2
Ir -0.676 0.021 0.983
C -4.036 2.467 2.473
N -3.146 2.071 3.565
C -3.244 2.874 4.780
C -2.227 1.143 3.393
O -2.180 0.479 2.327
C -1.263 0.831 4.536
O -0.325 -0.131 4.155
C -0.675 -1.471 4.328
C -0.246 -2.259 3.102
O -0.096 -1.729 1.984
N -0.062 -3.569 3.247
C 0.236 -4.410 2.089
C -0.242 -4.264 4.520
H -5.069 2.399 2.814
H -3.881 1.818 1.620
H -3.814 3.493 2.177
H -4.292 3.099 4.963
H -2.701 3.813 4.658
H -2.856 2.346 5.645
H -1.843 0.508 5.408
H -0.713 1.728 4.817
H -1.754 -1.621 4.461
H -0.178 -1.866 5.216
H 0.250 -3.804 1.191
H -0.528 -5.183 1.997
H 1.207 -4.885 2.222
H 0.363 -3.824 5.311
H 0.089 -5.290 4.389
H -1.289 -4.280 4.828
C 0.249 -0.653 -6.797
C -0.844 -1.051 -5.806
C -2.073 -0.157 -6.043
C -1.221 -2.521 -6.054
C -0.402 -0.893 -4.361
C -1.313 -1.215 -3.334
C -0.954 -1.047 -2.036
Br -2.173 -1.530 -0.667
C 0.343 -0.561 -1.655
O 0.674 -0.361 -0.437
C 1.295 -0.273 -2.703
C 0.874 -0.439 -4.005
C 2.673 0.280 -2.358
C 2.517 1.612 -1.602
C 3.459 -0.734 -1.509
C 3.492 0.553 -3.623
H -0.126 -0.782 -7.812
H 1.140 -1.276 -6.695
H 0.538 0.394 -6.685
H -2.398 -0.259 -7.079
H -1.835 0.892 -5.862
H -2.912 -0.432 -5.404
H -1.539 -2.642 -7.090
H -2.042 -2.850 -5.416
H -0.367 -3.179 -5.881
H -2.298 -1.590 -3.576
H 1.562 -0.198 -4.798
H 2.023 1.489 -0.640
H 1.948 2.331 -2.195
H 3.508 2.033 -1.423
H 2.976 -0.932 -0.556
H 4.452 -0.329 -1.308
H 3.585 -1.676 -2.046
H 3.029 1.315 -4.254
H 3.648 -0.351 -4.215
H 4.473 0.927 -3.330
N 4.418 4.167 4.329
C 3.623 3.533 3.796
C 2.629 2.737 3.128
C 1.360 3.259 2.893
C 0.399 2.483 2.262
C 0.686 1.176 1.867
C 1.970 0.676 2.082
C 2.935 1.444 2.709
H 1.136 4.275 3.192
H -0.571 2.921 2.059
H 2.221 -0.329 1.765
H 3.927 1.048 2.880
S -2.426 4.054 -0.520
C -1.777 2.607 -0.280
N -1.297 1.550 -0.103
*
```


No. 5
This record from the Open Molecules 2025 dataset describes a 2-piece molecular cluster, C30H40BrN4O3S3 overall in a non-equilibrium geometry. The level of theory is the ωB97M-V functional and the def2-TZVPD basis.

Properties
**Maximum force**: 1.6 eV Å⁻¹
**HOMO energy**: -9.75 eV
**HOMO-LUMO gap**: 5.4 eV
**Electronic energy**: -146400.7666 eV

```
! RIJCOSX wB97M-V def2-TZVPD def2/J DEFGRID3
* xyz 1 1
N 7.700 -2.990 0.439
C 7.152 -1.714 -0.098
C 6.497 -0.912 1.047
C 6.854 0.600 1.021
C 5.838 1.428 0.184
C 4.436 1.357 0.738
C 4.239 1.545 2.082
N 3.032 1.466 2.627
Br 2.887 1.702 4.469
C 1.941 1.215 1.904
C 2.014 1.046 0.554
C 0.792 0.796 -0.284
C -0.349 1.846 -0.034
C -1.631 1.251 -0.598
S -3.043 2.402 -0.398
C -4.337 1.409 -1.214
S -4.235 1.215 -2.810
N -5.320 0.863 -0.334
C -6.588 1.564 -0.373
C -7.492 1.227 0.625
C -8.741 1.771 0.701
C -9.116 2.700 -0.261
C -8.231 3.075 -1.225
C -6.963 2.516 -1.292
C -5.535 -0.558 -0.556
C -4.999 -1.486 0.298
C -5.228 -2.831 0.116
C -5.974 -3.292 -0.941
C -6.512 -2.363 -1.814
C -6.305 -1.031 -1.607
C 3.287 1.108 -0.027
C 3.474 0.881 -1.523
O 2.984 -0.114 -2.028
O 4.196 1.807 -2.138
C 4.399 1.565 -3.550
C 5.384 0.440 -3.851
N 6.792 0.849 -3.622
H 8.573 -3.222 -0.017
H 7.041 -3.736 0.251
H 6.409 -1.996 -0.857
H 7.993 -1.185 -0.555
H 6.899 -1.309 1.984
H 5.409 -1.066 1.067
H 7.845 0.693 0.569
H 6.885 0.975 2.050
H 6.182 2.469 0.227
H 5.911 1.055 -0.836
H 5.095 1.770 2.708
H 0.995 1.151 2.431
H 0.998 0.813 -1.352
H 0.346 -0.188 -0.087
H -0.399 2.088 1.032
H -0.024 2.748 -0.566
H -1.543 1.065 -1.673
H -1.853 0.327 -0.053
H -7.185 0.492 1.366
H -9.389 1.455 1.511
H -10.117 3.121 -0.226
H -8.486 3.801 -1.991
H -6.283 2.839 -2.070
H -4.408 -1.186 1.159
H -4.815 -3.550 0.812
H -6.137 -4.352 -1.107
H -7.103 -2.658 -2.676
H -6.719 -0.281 -2.277
H 3.438 1.433 -4.057
H 4.824 2.487 -3.958
H 5.247 0.150 -4.899
H 5.189 -0.426 -3.212
H 7.253 0.909 -4.525
H 7.254 0.060 -3.178
C -1.044 -2.469 2.693
S -2.440 -3.540 3.077
O -3.672 -2.818 2.666
C -2.306 -3.390 4.864
H -0.969 -2.388 1.609
H -1.209 -1.480 3.124
H -0.129 -2.910 3.089
H -2.387 -2.342 5.154
H -1.351 -3.803 5.192
H -3.119 -3.957 5.312
*
```


No. 6
This record from the Open Molecules 2025 dataset describes C30H40MnN4OP as an isolated structure. The level of theory is the ωB97M-V functional and the def2-TZVPD basis.

Properties
**Maximum force**: 0.6 eV Å⁻¹
**HOMO energy (spin up / spin down)**: -16.88 / -16.87 eV
**Expectation value of S²**: 0.869
**HOMO-LUMO gap (spin up / spin down)**: 8.4 / 8.5 eV
**Electronic energy**: -80352.2647 eV

```
! RIJCOSX wB97M-V def2-TZVPD def2/J DEFGRID3
* xyz 3 2
Mn 0.072 -0.124 -0.534
C 1.379 -0.955 -3.234
C 2.777 -0.643 -2.697
C 3.437 -1.874 -2.086
C 2.724 0.558 -1.738
C 4.085 1.047 -1.241
O 4.171 0.478 0.085
C 2.972 0.069 0.440
N 2.043 0.188 -0.469
C 2.878 -0.547 1.773
C 4.084 -0.905 2.378
C 4.093 -1.566 3.596
C 2.900 -1.866 4.230
C 1.695 -1.496 3.648
C 1.662 -0.843 2.422
P 0.051 -0.343 1.755
C -0.746 -1.858 1.146
C -0.033 -2.582 0.176
C -0.656 -3.600 -0.552
C -1.985 -3.902 -0.316
C -2.700 -3.189 0.651
C -2.099 -2.165 1.365
C -0.900 0.442 3.058
C -0.901 1.839 3.096
C -1.541 2.511 4.124
C -2.185 1.790 5.121
C -2.185 0.401 5.094
C -1.541 -0.276 4.072
H 1.343 -1.927 -3.725
H 1.057 -0.214 -3.971
H 0.610 -1.029 -2.434
H 3.379 -0.316 -3.550
H 2.835 -2.297 -1.279
H 4.429 -1.657 -1.690
H 3.557 -2.646 -2.844
H 2.187 1.375 -2.236
H 4.150 2.129 -1.133
H 4.930 0.684 -1.822
H 5.019 -0.673 1.891
H 5.035 -1.842 4.049
H 2.903 -2.380 5.182
H 0.773 -1.713 4.170
H 1.042 -2.437 0.074
H -0.082 -4.178 -1.264
H -2.463 -4.711 -0.853
H -3.732 -3.447 0.853
H -2.673 -1.613 2.097
H -0.369 2.413 2.342
H -1.528 3.592 4.158
H -2.681 2.311 5.928
H -2.681 -0.156 5.878
H -1.536 -1.359 4.074
N -0.989 1.452 -3.908
C -2.199 2.195 -3.347
C -3.232 1.201 -2.836
C -3.024 0.675 -1.414
N -1.956 -0.368 -1.320
C -2.737 1.811 -0.435
C -1.575 2.699 -0.876
N -0.272 1.992 -0.677
C -1.766 3.213 -2.304
H -1.275 0.796 -4.640
H -0.505 0.919 -3.179
H -0.323 2.106 -4.328
H -2.598 2.719 -4.216
H -3.377 0.382 -3.546
H -4.184 1.736 -2.833
H -3.967 0.202 -1.132
H -2.061 -1.044 -2.076
H -2.223 -0.934 -0.508
H -2.545 1.411 0.565
H -3.632 2.430 -0.343
H -1.555 3.587 -0.240
H -0.080 2.051 0.323
H 0.484 2.542 -1.085
H -0.893 3.781 -2.643
H -2.572 3.950 -2.259
*
```